Molecular formula: C5H14N2
Method: DFT, wB97M-V/def2-TZVPD

The calculation puts the energy relative to the best compared isomer or geometry (same formula, charge and spin) at 603.9 kJ/mol. The value obtained for the strongest force on any atom is 0.478 eV/Å. The frontier orbital gap (alpha / beta) is 8.238 / 8.246 eV. As for the LUMO energy (alpha / beta): 0.53 / 0.54 eV. As for the electronic energy: -308.19305 Ha. As for the molecular weight: 102.2 g/mol.

```
21
Properties=species:S:1:pos:R:3:forces:R:3
C 0.97557 -0.75239 0.14070 -0.2161 0.1203 -0.0100
C 0.84103 -2.23173 0.40169 -0.0438 0.0162 -0.0254
C 1.09648 0.10209 1.24723 -0.1448 -0.0012 -0.1134
C -0.44645 2.22469 -0.94208 -0.0257 -0.0742 0.0565
H 1.52839 -0.47495 -0.74876 -0.0087 -0.0118 -0.0047
H 0.10457 -2.42535 1.18563 0.0272 0.0330 -0.0176
H 0.55143 -2.80202 -0.48066 0.0019 0.0436 0.0226
H 1.79308 0.93338 1.18665 -0.0191 -0.0143 -0.0158
H -0.05975 0.99771 1.31460 0.1571 -0.0907 -0.0894
H 1.00653 -0.33608 2.23849 -0.0065 -0.0167 -0.0336
H 0.59581 2.09128 -0.63192 -0.0460 -0.0416 0.0512
H -0.53427 2.02978 -2.00889 -0.0072 -0.0112 0.0342
H -0.72632 3.26318 -0.74006 -0.0056 -0.0814 0.0182
H 1.80060 -2.62832 0.74910 -0.0471 0.0452 -0.0222
C -0.91620 -0.74114 -1.17282 0.2990 0.2298 0.2938
N -1.36262 1.34368 -0.22171 0.1690 -0.1374 0.3299
N -1.13992 1.40424 1.04987 -0.0563 0.0011 -0.4019
H -1.81087 0.79812 1.52864 0.0095 0.0395 -0.0659
H -0.25144 -1.40707 -1.71229 0.0013 -0.0151 0.0269
H -1.59270 -1.27177 -0.51058 -0.0189 -0.0352 -0.0103
H -1.45294 -0.11732 -1.87281 -0.0192 0.0022 -0.0231
```
Positions in Å, forces in eV/Å.

Molecular formula: C42H54O24
Method: DFT, wB97M-V/def2-TZVPD

The structure (SMILES) is C[C@H]1COC(=O)O1.C[C@H]1COC(=O)O1.C[C@H]1COC(=O)O1.C[C@H]1COC(=O)O1.C[C@H]1COC(=O)O1.C[C@H]1COC(=O)O1.Oc1ccc(O)cc1.Oc1ccc(O)cc1.Oc1ccc(O)cc1. The value obtained for the strongest force on any atom is 5.976 eV/Å. The frontier orbital gap is 8.211 eV. As for the LUMO energy: 0.37 eV. As for the electronic energy: -3438.62662 Ha. As for the molecular weight: 942.9 g/mol.

```
120
Properties=species:S:1:pos:R:3:forces:R:3
C -13.89878 -12.36299 10.76724 -0.2245 0.2356 -1.4676
C -15.39420 -12.27581 10.56726 0.3410 -1.0644 0.4626
C -15.72772 -11.88724 9.14620 -0.8277 -0.4277 -1.4592
O -16.77290 -12.85062 8.75433 0.8736 0.7110 0.3520
C -16.83717 -13.82124 9.68929 2.2959 3.8206 0.1127
O -17.46930 -14.76568 9.59593 -3.4383 -4.8237 -0.7856
O -16.08785 -13.56854 10.75718 1.3100 1.4261 0.0712
H -13.61971 -11.33034 10.53529 0.5021 0.1431 0.8312
H -13.35650 -12.90809 9.96800 -0.6064 -0.1350 0.6855
H -13.67153 -12.72640 11.74995 0.4748 0.1721 0.4497
H -15.80005 -11.62264 11.33430 -0.2656 0.1746 -0.1359
H -14.87572 -12.01060 8.42307 -0.7169 0.0799 0.8205
H -16.17828 -10.89705 9.03352 0.2386 -0.1229 0.1005
C -19.80425 -16.66394 0.60471 -0.2121 0.7358 -0.7793
C -20.33732 -15.24167 0.51868 1.2966 0.3437 0.4319
C -20.50856 -14.55249 1.86101 -0.5667 0.2686 -0.1396
O -20.05391 -13.18414 1.64689 -0.0025 -0.9412 -0.2766
C -19.43620 -13.09524 0.44176 -0.7512 0.6424 -0.0447
O -19.05519 -12.03229 -0.00573 -0.1101 -2.1325 0.3638
O -19.39986 -14.33372 -0.16272 -0.1734 0.7707 0.2388
H -19.53427 -17.02759 -0.38488 -0.1611 -0.0626 -0.0761
H -20.57839 -17.28936 1.01997 -0.3096 -0.2958 0.1076
H -18.93455 -16.73182 1.21938 0.6465 0.1272 0.5465
H -21.27964 -15.21528 0.01711 -0.4699 0.0810 -0.8423
H -19.91773 -15.06366 2.61969 0.0959 0.3825 0.2266
H -21.58382 -14.54226 2.10088 0.5963 0.2106 0.3266
C -14.44965 -18.25217 8.52786 -0.0842 -0.3920 -0.2779
C -15.07156 -17.00655 9.06722 -0.9111 -0.0868 0.6983
C -14.59352 -16.51199 10.37596 0.7782 1.4045 2.6372
O -13.47122 -15.57494 10.07209 -1.9665 -0.9329 -1.2204
C -13.81876 -15.11701 8.81446 1.5099 -1.8299 0.6687
O -13.15843 -14.30795 8.25391 -0.4505 0.9060 -0.5337
O -14.81240 -15.86129 8.25997 0.2976 0.8918 -0.3737
H -13.41014 -18.16464 8.27930 0.6290 0.3414 -0.0737
H -14.98068 -18.52832 7.63521 -0.1463 -0.2024 -0.5431
H -14.53242 -19.09010 9.21187 -0.2101 0.0176 0.3188
H -16.16073 -17.13107 9.16839 0.2650 0.0968 -0.3731
H -14.29502 -17.24322 11.14762 0.2216 0.1936 -0.7221
H -15.32777 -15.84222 10.85926 0.0109 -0.5680 -0.3044
C -24.24651 -20.44000 4.07124 1.2898 -0.3296 -1.7940
C -23.49634 -20.07363 5.29784 0.3117 -0.0368 1.0413
C -23.63707 -18.62105 5.80254 0.8303 -1.9041 1.0805
O -23.51351 -18.84787 7.27258 0.4955 1.4158 -1.4916
C -23.76186 -20.12678 7.55214 -1.1858 0.3408 -4.1201
O -23.93275 -20.55508 8.59867 -0.0832 -1.6537 4.2610
O -23.99680 -20.84287 6.39412 0.1654 0.4938 0.8705
H -23.94717 -21.47389 3.77314 -0.3800 0.7238 0.1822
H -23.87852 -19.76233 3.24421 -0.7330 -0.6531 0.6825
H -25.32446 -20.41304 4.19057 -0.0444 0.2749 0.0504
H -22.43472 -20.38416 5.28710 -0.2100 0.5803 -0.6893
H -24.60292 -18.20225 5.60919 -0.4876 0.3732 -0.1424
H -22.80401 -18.03054 5.45776 0.0238 0.5354 0.0844
C -14.56132 -12.31522 1.62396 1.2948 2.1311 1.5696
C -15.95883 -12.32914 1.11540 -0.3919 -1.1637 -1.2367
C -16.17026 -13.33278 -0.07266 1.7496 1.3018 1.0510
O -16.33066 -14.53337 0.66306 -0.0450 -1.7724 -1.2521
C -16.85238 -14.31592 1.85504 0.7454 1.3091 0.6497
O -17.22122 -15.12633 2.64829 -0.4268 -0.3874 -0.1982
O -16.79706 -12.99240 2.10833 -0.2407 0.6693 0.2375
H -13.92301 -11.42286 1.39445 -0.5870 -0.8650 -1.0512
H -14.00020 -13.22795 1.54071 0.1076 -0.4261 -0.3357
H -14.58966 -12.06590 2.68666 -0.3990 -0.5603 0.3806
H -16.36273 -11.34838 0.87391 -0.1451 -0.0955 0.3142
H -15.28039 -13.40637 -0.74601 -0.8592 -0.0848 0.6183
H -17.06041 -13.04811 -0.57493 -0.7356 -0.1670 -0.7476
C -18.62545 -15.84694 6.32795 0.9275 0.7413 0.3761
C -19.93224 -15.07060 6.47538 0.8475 -2.6240 0.6807
C -19.86309 -13.66916 5.99174 -1.7646 0.5752 0.0863
O -21.15989 -13.57461 5.29779 0.2738 0.3727 0.4018
C -21.62269 -14.80578 5.06687 -2.0939 1.2383 -1.1857
O -22.61440 -15.00453 4.38802 0.5841 -0.0858 0.3118
O -20.95818 -15.74148 5.64648 1.4614 -0.2544 0.6042
H -18.11927 -15.65903 5.36786 -0.4592 0.1573 0.0648
H -18.75757 -16.93325 6.37408 -0.0606 0.2935 0.5067
H -17.90689 -15.44465 7.10147 -0.7539 -0.7841 -0.5324
H -20.37372 -15.17555 7.48568 0.5446 0.3681 -0.3259
H -19.16059 -13.40136 5.23630 0.9663 -0.2487 -0.3475
H -19.79048 -12.99340 6.85260 -0.3588 0.1184 -0.4268
O -24.25771 -16.63422 9.51652 -0.1749 -0.7755 -1.1924
C -25.11213 -15.91813 8.68398 0.5133 0.1333 0.7044
C -24.74758 -15.64637 7.38760 0.2826 -1.7267 0.5599
C -25.56513 -14.83113 6.66921 0.5098 1.3006 -1.0999
C -26.56386 -14.08140 7.25685 -0.0045 -1.3290 1.6780
O -27.13481 -13.05305 6.60933 0.2081 0.6217 -0.6983
C -26.95772 -14.46675 8.57152 -0.7363 1.4518 -1.1146
C -26.26020 -15.40174 9.25653 1.4841 -1.5275 0.2048
H -23.88707 -17.26855 8.86978 0.3693 -0.2143 0.9016
H -23.92592 -16.23069 6.94212 -0.2530 0.7648 0.1132
H -25.23421 -14.60635 5.66996 -0.2281 0.1433 -0.4992
H -26.50684 -12.81629 5.88993 -0.8257 0.0186 0.3190
H -27.76074 -13.98408 9.09149 -0.5323 0.3330 -0.1973
H -26.45619 -15.89451 10.20531 -0.5663 0.8273 0.1676
O -26.92703 -9.63840 3.78761 0.5690 1.1255 0.6654
C -26.46437 -10.88143 3.72107 1.5058 -2.4733 -0.3690
C -25.08310 -11.08094 3.90979 0.3102 1.2365 0.9231
C -24.45988 -12.26652 3.60763 -2.1867 -0.9765 -0.4083
C -25.26039 -13.34378 3.16992 1.2221 -0.2532 -0.4645
O -24.66092 -14.51244 2.71582 -1.8462 0.5683 -0.4803
C -26.64297 -13.21427 3.08266 0.8656 -1.1358 -0.2618
C -27.23011 -12.01469 3.37590 -0.5973 1.9231 0.2255
H -27.85214 -9.65734 3.64934 -1.5695 0.1797 -0.1916
H -24.43992 -10.30336 4.38172 -0.7931 -0.2413 -0.7715
H -23.41353 -12.35569 3.65203 1.1498 -0.1972 0.2328
H -23.84379 -14.67148 3.16778 0.9334 0.0360 0.7716
H -27.21539 -14.06862 2.71271 0.1002 0.3061 0.2818
H -28.31328 -11.89567 3.30831 0.1854 -0.0939 -0.1116
O -21.68038 -9.54062 9.06266 -1.8345 -0.7627 -0.4358
C -21.85433 -10.92858 9.27391 0.6840 1.8960 -0.4455
C -20.67143 -11.61293 9.42789 -0.8118 -0.8904 0.5209
C -20.77919 -13.00893 9.55541 0.6534 0.4167 -0.5823
C -22.01995 -13.65644 9.42001 0.1855 0.9343 1.2196
O -22.01191 -15.00250 9.51687 1.4833 0.1672 -0.3726
C -23.18040 -12.87303 9.44813 -1.1774 -0.3594 -0.0985
C -23.10925 -11.50389 9.33123 1.3073 0.3579 0.0435
H -22.52328 -9.29283 8.61295 1.0776 0.2757 0.5382
H -19.80440 -10.96337 9.56546 0.1414 -0.7667 -0.2385
H -19.87449 -13.59883 9.72206 -0.3662 -0.0523 -0.0728
H -22.86776 -15.37211 9.65870 -1.4146 -0.6056 0.1664
H -24.21029 -13.23498 9.61409 0.7853 -0.5569 -0.3475
H -23.94562 -10.83105 9.35104 -0.5606 -0.1563 -0.0346
```
Positions in Å, forces in eV/Å.

Molecular formula: C7H11FO
Method: DFT, wB97M-V/def2-TZVPD

The calculation puts the energy relative to the best compared isomer or geometry (same formula, charge and spin) at 333.2 kJ/mol. The value obtained for the strongest force on any atom is 2.136 eV/Å. The frontier orbital gap is 8.388 eV. As for the LUMO energy: 0.75 eV. As for the electronic energy: -448.23829 Ha. As for the molecular weight: 130.2 g/mol.

```
20
Properties=species:S:1:pos:R:3:forces:R:3
C 0.25196 -1.42335 0.86261 -1.1339 0.2539 0.1754
C -1.82775 -0.44904 0.22955 1.9095 -0.9456 0.1540
C -0.06017 1.00093 0.56301 1.0438 -0.2252 0.4463
C 0.85416 -0.18490 0.20010 -0.4054 0.0990 -0.5617
C -3.27705 -0.66120 0.05475 -0.0099 0.6011 -0.0177
C 1.02904 -0.27908 -1.31820 -0.0699 -0.0922 0.2155
C 2.21056 0.04940 0.88303 -0.3202 -0.0179 0.0563
O -1.43960 0.77227 0.26058 -1.2907 0.0461 -0.1936
F 0.35829 -2.48473 0.03492 0.1370 0.3624 0.0083
H -0.01036 1.18792 1.64053 -0.0571 0.0003 -0.1226
H 0.22547 1.90804 0.02545 -0.0362 -0.1090 0.0376
H -3.45242 -1.46497 -0.65742 0.0624 -0.0465 0.0150
H -3.80861 0.24713 -0.23559 -0.1239 0.0240 -0.0111
H -3.65194 -1.00738 1.02093 0.0018 -0.0645 0.0447
H 0.06556 -0.44790 -1.79654 -0.0279 -0.0167 -0.1137
H 1.67874 -1.11520 -1.56688 0.0051 -0.0280 -0.0738
H 1.46965 0.63228 -1.71800 0.0570 0.1076 -0.0405
H 2.62447 1.00891 0.58234 0.1068 0.1158 -0.0706
H 2.90437 -0.73630 0.59821 0.1075 -0.0573 -0.0170
H 2.09550 0.03405 1.96494 0.0443 -0.0074 0.0691
```
Positions in Å, forces in eV/Å.